Version A
ORCA calculation (ωB97M-V with the def2-TZVPD basis set) on an isolated molecule of C2H2N4O2.

Geometry (Å):
O 1.01824 -1.40809 -1.94970
C 0.27244 -0.75358 -1.22004
N -0.68918 -1.31188 -0.37328
C -0.75772 -0.74971 0.80973
N -0.26466 0.61223 0.95527
O -0.24818 1.27461 2.19460
N 0.18274 1.33472 -0.01032
N 0.39016 0.73801 -1.08297
H -1.39697 -0.91399 1.65667
H 0.81468 1.39005 2.42509

## Properties
- Total charge: 0
- SMILES string: O=c1ncn(O)nn1
- 2S+1: 1
- Lowest unoccupied orbital energy: -0.434 eV
- Frontier orbital gap: 9.396 eV



Version B
ORCA calculation (ωB97M-V with the def2-TZVPD basis set) on a 2-piece molecular cluster, C2H2N4O2 overall.

Geometry (Å):
C -1.90538 0.24039 -0.14635
C 1.70302 -0.29075 -0.26101
H -2.05319 1.45937 0.10090
H 0.17757 -1.58049 1.10904
N -0.43031 0.24352 -0.28797
N 0.39118 1.37167 0.01591
N 1.64349 1.10994 -0.10160
N 0.35481 -0.90013 -0.62495
O -2.51817 -0.73102 0.06425
O 2.63700 -0.92251 0.13178

## Properties
- Total charge: 0
- 2S+1: 1
- Lowest unoccupied orbital energy: -2.672 eV
- Frontier orbital gap: 7.429 eV



Version C
ORCA calculation (ωB97M-V with the def2-TZVPD basis set) on an isolated molecule of C2H2N4O2.

Geometry (Å):
O 0.08136 -1.94572 -1.27213
C -0.59400 -0.96387 -0.84975
O -1.84850 -0.67556 -1.03726
N -0.02829 0.06325 0.10182
N 1.06238 -0.33972 0.83305
C 1.44843 0.85346 1.28220
N 0.60675 1.93613 1.00196
N -0.41187 1.42590 0.37454
H -2.05619 -1.18392 -2.03437
H 2.46392 1.21770 1.73520

## Properties
- Total charge: 0
- SMILES string: O=C(O)n1ncnn1
- 2S+1: 1
- Lowest unoccupied orbital energy: -0.405 eV
- Frontier orbital gap: 10.538 eV



Short version: version C is the most stable of them.



Version A
ORCA calculation (ωB97M-V with the def2-TZVPD basis set) on an isolated molecule of C2H2N4O2.

Geometry (Å):
O 1.93388 -1.19531 0.27088
C 1.46253 -0.17726 -0.06149
O 1.69962 1.15437 -0.04508
N 0.02084 -0.11855 -0.26649
N -0.89468 -1.21633 -0.20136
C -2.06627 -0.56607 -0.01074
N -2.00080 0.80787 0.24319
N -0.68781 1.09839 -0.01971
H 2.64535 1.52127 -0.00311
H -3.15370 -0.73339 0.34067

## Properties
- Total charge: 0
- SMILES string: O=C(O)n1ncnn1
- 2S+1: 1
- Lowest unoccupied orbital energy: -0.372 eV
- Frontier orbital gap: 10.696 eV



Version B
ORCA calculation (ωB97M-V with the def2-TZVPD basis set) on a 2-piece molecular cluster, C2H2N4O2 overall.

Geometry (Å):
C 0.90791 1.32262 -0.06607
C -0.42859 0.91273 -0.03632
H -2.14469 -0.17586 0.83116
H 1.26248 2.27524 0.20826
N -0.46821 -0.57818 -0.01624
N 0.51141 -1.40293 -0.21151
N 1.62639 -0.85577 -0.05290
N 1.85637 0.45728 0.23267
O -1.70326 -1.19497 0.13272
O -1.63118 1.33817 -0.14388

## Properties
- Total charge: 0
- 2S+1: 1
- Lowest unoccupied orbital energy: -1.408 eV
- Frontier orbital gap: 8.914 eV



Short version: version A is the most stable of them.